1.
Below is a structure of composition C40H52BeK2N12O8S2 in a non-equilibrium geometry, with properties calculated with wB97M-V/def2-TZVPD.

Last column: Mulliken charge in e.
Element x y z (Å)
K -3.91761 -3.67312 -1.17979  1.02
K -2.48820 -4.24736 2.42177  0.87
Be -0.44913 -0.90255 -0.29948  1.63
S -3.08590 -1.11589 1.21602  0.67
O -2.74663 -0.44964 -0.03164  -0.82
O -3.62230 -0.14532 2.19903  -1.04
O -3.96289 -2.21559 0.90904  -0.90
O -1.76452 -1.60552 1.61917  -0.51
S -0.47965 -3.93066 -0.85516  0.95
O -1.32411 -2.90190 -1.41939  -0.71
O 0.45703 -3.18808 -0.02832  -0.53
O -1.36152 -4.69760 -0.01472  -0.84
O 0.21287 -4.73691 -1.87838  -0.90
C 4.06537 -1.57537 -2.62094  -1.06
C 2.79476 -1.01116 -2.08975  0.25
N 1.78877 -0.61898 -1.59900  -0.04
H 4.89736 -0.87368 -2.56149  0.29
H 3.86929 -1.80603 -3.66805  0.40
H 4.34770 -2.55745 -2.24158  0.19
C 0.69201 4.17143 -1.06827  -1.20
C 0.33334 2.83716 -0.57971  0.21
N 0.07088 1.79825 -0.10815  0.31
H 1.22713 4.71210 -0.28762  0.38
H -0.19576 4.69258 -1.42657  0.26
H 1.30144 4.10276 -1.96936  0.27
C 2.86951 0.39149 3.63319  -1.40
C 2.10144 -0.19727 2.49812  0.11
N 1.55465 -0.65130 1.57115  0.44
H 2.28854 1.04032 4.28863  0.27
H 3.76661 0.92343 3.31641  0.38
H 3.30740 -0.37606 4.27132  0.38
C -0.31199 2.52523 -4.25080  -1.22
C -0.70936 1.36057 -3.42394  0.42
N -0.97910 0.40741 -2.72078  -0.03
H 0.73667 2.66694 -3.98944  0.29
H -0.84449 3.44300 -4.00135  0.25
H -0.32232 2.24390 -5.30383  0.38
N 0.67924 -3.77341 2.62507  0.82
C 0.81368 -5.10971 2.99098  -0.51
C 0.63363 -5.20277 4.38072  -0.95
C 0.50490 -3.95558 4.88197  -0.44
C 0.44574 -3.08071 3.79191  -0.47
H 0.66995 -3.43380 1.67392  0.01
H 1.04711 -5.80043 2.19422  0.53
H 0.66558 -6.13482 4.92539  0.42
H 0.37914 -3.68419 5.91973  0.49
H 0.32435 -2.00854 3.74606  0.25
N 3.92383 4.34036 0.21982  0.07
C 4.21974 3.93955 -1.08188  -1.00
C 4.11730 2.51977 -1.07557  -0.56
C 3.61350 2.13309 0.18168  0.85
C 3.42583 3.26318 0.87857  -1.00
H 4.07545 5.27273 0.57730  0.22
H 4.50194 4.68657 -1.80900  0.42
H 4.45136 1.88044 -1.87935  0.39
H 3.25868 1.12309 0.32449  0.04
H 3.01569 3.38540 1.87016  0.51
N -3.34788 2.98494 -0.92970  0.47
C -3.47118 3.05087 -2.30517  -0.37
C -3.51238 4.41849 -2.68391  -1.02
C -3.32863 5.12440 -1.52044  -0.77
C -3.20377 4.24560 -0.46145  -0.29
H -3.42072 2.13130 -0.39483  0.22
H -3.64977 2.17097 -2.90539  0.57
H -3.68294 4.79246 -3.68264  0.49
H -3.36767 6.20367 -1.52758  0.43
H -3.12898 4.38981 0.60627  0.29
N 4.77157 -3.90141 -0.01259  0.11
C 6.05432 -3.46146 0.12908  -0.50
C 6.02078 -2.22073 0.62328  -1.29
C 4.66392 -1.85382 0.72951  0.55
C 3.84082 -2.93934 0.38866  -1.28
H 4.60407 -4.86170 -0.27695  0.19
H 6.93179 -4.06427 -0.05277  0.42
H 6.80969 -1.53256 0.88870  0.45
H 4.23767 -0.88335 0.93661  0.51
H 2.80399 -3.24134 0.37532  0.80
N -3.10913 2.50730 2.64076  1.01
C -1.85800 3.07757 2.52470  -1.33
C -1.87471 4.28727 3.14167  -0.23
C -3.18268 4.53990 3.49983  -0.55
C -3.94198 3.44945 3.14797  -0.62
H -3.32557 1.55735 2.37457  0.02
H -1.01250 2.50169 2.17846  0.44
H -0.97642 4.85449 3.33598  0.49
H -3.46680 5.35462 4.14938  0.42
H -4.95865 3.17179 3.38394  0.45
N 0.82672 -3.70378 -4.40619  0.36
C 0.39606 -2.46631 -4.66848  -0.49
C 0.30661 -2.25080 -6.01416  -0.77
C 0.47146 -3.48363 -6.65490  -0.57
C 0.97794 -4.32812 -5.62542  -0.54
H 0.94279 -4.19684 -3.53238  0.28
H 0.10654 -1.80055 -3.86890  0.65
H -0.09350 -1.36087 -6.47713  0.38
H 0.47278 -3.80141 -7.68710  0.40
H 1.27056 -5.36756 -5.64338  0.38
N -4.15520 -0.38915 -2.47797  1.04
C -3.74642 -1.30970 -3.43754  -0.83
C -4.74150 -1.29579 -4.40959  -1.01
C -5.74041 -0.33314 -4.03751  -0.80
C -5.32290 0.17930 -2.85735  -0.32
H -3.63924 -0.20772 -1.62887  -0.01
H -2.92358 -1.97206 -3.21256  0.74
H -4.85539 -2.02847 -5.19483  0.46
H -6.62917 -0.05619 -4.58506  0.44
H -5.81941 0.85909 -2.18078  0.52
N -1.22106 1.76130 5.18487  0.10
C -1.32205 0.40098 4.97793  -0.39
C -0.48347 -0.29591 5.80812  -0.44
C 0.34486 0.70800 6.41052  -0.85
C -0.16848 1.96967 6.02209  -0.48
H -1.78188 2.42011 4.66377  0.48
H -2.07760 0.04749 4.29192  0.25
H -0.44430 -1.36325 5.96828  0.61
H 1.17492 0.60721 7.09408  0.43
H 0.07210 3.00476 6.21474  0.44

Highest occupied orbital energy   -7.27 eV
Charge   0
LUMO energy   -0.540 eV

---

2.
Below is a structure of composition C40H52N4O12Se2SiSn, with properties calculated with wB97M-V/def2-TZVPD.

Last column: Mulliken charge in e.
Element x y z (Å)
Sn -0.07315 -0.61574 0.26021  1.83
O -0.08430 4.33702 -1.36207  -0.53
C -0.47276 3.16671 -0.79017  -0.11
O 0.09763 2.69681 0.14846  -0.05
C -1.68833 2.58243 -1.46514  0.68
C -2.24690 3.16666 -2.59362  -0.75
C -3.33327 2.53224 -3.17213  -0.79
C -3.82494 1.37596 -2.59294  -0.69
C -3.21764 0.89877 -1.43749  1.10
N -2.15932 1.48504 -0.89924  0.46
C -3.84875 -0.22521 -0.62519  -0.40
O -4.79737 -0.95864 -1.27483  -0.60
O -3.80298 -0.21941 0.57671  -0.51
H 0.73328 4.56439 -0.89237  0.50
H -1.82664 4.07042 -3.00814  0.47
H -3.79544 2.93540 -4.06404  0.41
H -4.67769 0.86393 -3.01524  0.52
H -4.34609 -1.32934 -2.05621  0.38
O 6.39586 0.22040 3.98788  -0.74
C 5.41232 0.96293 4.17263  0.50
O 5.26354 1.91746 4.96056  -0.75
C 4.14609 0.57362 3.37598  -0.70
C 2.95658 1.26681 3.52848  -0.84
C 1.83572 0.88794 2.80370  0.85
N 1.85294 -0.14702 1.95458  0.24
C 2.99232 -0.82967 1.81771  0.62
C 4.15476 -0.49605 2.49649  -1.17
C 2.92837 -2.01197 0.91054  0.13
C 3.83115 -3.06238 1.02026  -0.98
C 3.66362 -4.17089 0.21101  -1.02
C 2.63422 -4.18540 -0.71361  -1.24
C 1.80587 -3.07965 -0.79532  -0.82
N 1.93401 -2.03852 0.02318  1.57
C 0.53503 1.60946 2.95032  0.15
C 0.45559 2.87224 3.53274  -1.00
C -0.77949 3.48728 3.60899  -0.56
C -1.89342 2.83951 3.09679  -0.93
C -1.72168 1.58987 2.52474  -0.08
N -0.53597 0.98775 2.46753  0.08
H 2.94388 2.08194 4.23707  0.54
H 5.08077 -1.03811 2.37052  0.54
H 4.61740 -3.02590 1.76000  0.47
H 4.32618 -5.02144 0.31223  0.42
H 2.45860 -5.04039 -1.35004  0.64
H 0.99502 -3.01679 -1.51474  0.64
H 1.34458 3.36439 3.89920  0.38
H -0.86808 4.47160 4.05359  0.38
H -2.87647 3.29119 3.12340  0.44
H -2.54471 1.05051 2.06951  0.49
O -0.54868 -5.69707 1.06277  -0.67
C -1.16160 -4.96176 0.00829  -1.20
C -2.45592 -4.25576 0.39913  2.64
C -3.44092 -5.33556 0.86806  -1.31
O -4.73757 -4.82628 1.19944  -0.58
C -2.29150 -3.22718 1.55428  -1.47
Se -0.49287 -2.67159 2.13131  -0.53
C -3.03786 -3.58242 -0.85193  -1.54
Se -1.96270 -2.17076 -1.70978  -0.57
H -0.16464 -5.00347 1.63414  0.37
H -1.38206 -5.67272 -0.79486  0.69
H -0.47118 -4.21694 -0.38311  0.12
H -3.01047 -5.86763 1.72226  0.40
H -3.61050 -6.06086 0.06721  0.42
H -4.59903 -4.00458 1.68397  0.40
H -2.72265 -3.64212 2.46898  0.45
H -2.84882 -2.31833 1.31687  0.25
H -4.00246 -3.14157 -0.59961  0.74
H -3.22346 -4.34937 -1.60955  0.47
C 3.75734 -3.23840 -4.17913  -1.64
C 3.53593 -1.73108 -4.16289  2.09
C 3.97967 -1.14747 -5.50378  -1.78
C 4.31294 -1.07946 -3.02106  -1.12
O 2.13599 -1.54979 -4.00181  -0.14
Si 1.27846 -0.20457 -3.50771  -5.00
O 1.05908 0.01170 -1.97382  2.60
O -0.15299 -0.33319 -4.33099  1.81
C -0.47266 -0.78383 -5.63125  1.80
C 0.48905 -0.20696 -6.66560  -1.29
C -0.43378 -2.30963 -5.65819  -1.20
C -1.89229 -0.29886 -5.90352  -1.69
O 2.18552 1.00080 -4.26004  0.06
C 2.11949 2.40075 -4.04257  1.94
C 0.72180 2.89485 -4.40584  -1.16
C 3.15200 3.01092 -4.98149  -2.18
C 2.46130 2.73510 -2.59263  -1.09
H 4.79885 -3.47791 -4.41276  0.37
H 3.11272 -3.68907 -4.93579  0.31
H 3.51012 -3.67388 -3.21466  0.19
H 5.06680 -1.22159 -5.60236  0.53
H 3.68641 -0.10138 -5.58109  0.04
H 3.52253 -1.70443 -6.32592  0.32
H 5.37100 -1.35105 -3.07644  0.56
H 3.91935 -1.39819 -2.05615  -0.11
H 4.23076 0.00655 -3.07118  0.01
H 1.50880 -0.54445 -6.48029  0.01
H 0.48690 0.88394 -6.62706  0.12
H 0.19115 -0.52631 -7.66850  0.56
H 0.56986 -2.66586 -5.42181  -0.04
H -0.72112 -2.67970 -6.64847  0.49
H -1.11706 -2.70663 -4.90736  0.10
H -1.93206 0.78938 -5.82063  0.36
H -2.56569 -0.72514 -5.15942  0.16
H -2.22886 -0.59290 -6.90257  0.36
H 0.53123 2.73050 -5.46898  0.31
H 0.60194 3.95764 -4.18170  0.59
H -0.02656 2.33709 -3.84485  -0.05
H 2.93240 2.73192 -6.01424  0.34
H 4.14805 2.64085 -4.73100  0.36
H 3.15512 4.10148 -4.90228  0.41
H 1.79782 2.19993 -1.91222  -0.19
H 2.38869 3.81477 -2.42513  0.37
H 3.48534 2.42743 -2.36960  0.30

Highest occupied orbital energy   -2.01 eV
Relative energy (zero: lowest compared OMol25 entry of this formula, charge and spin)   48.8 kJ/mol
Charge   -2
LUMO energy   3.823 eV